A molecular structure, C34H38N7OSSbSe4Tc. Source: the Open Molecules 2025 dataset; level of theory: ωB97M-V with the def2-TZVPD basis set.

Element x y z (Å)
Tc -1.741 0.490 0.104
N -3.440 4.346 -1.048
C -2.881 3.368 -0.281
S -1.204 3.145 -0.155
N -3.764 2.753 0.515
N -3.109 1.717 1.107
C -3.235 1.647 2.395
C -2.427 0.825 3.336
C -3.041 0.653 4.629
C -2.360 0.037 5.616
C -1.047 -0.384 5.389
C -0.419 -0.196 4.177
C -1.126 0.416 3.153
O -0.449 0.752 2.026
H -2.834 4.633 -1.802
H -4.411 4.239 -1.240
H -3.942 2.406 2.742
H -3.939 1.079 4.927
H -2.895 -0.238 6.528
H -0.474 -0.936 6.141
H 0.630 -0.497 4.007
C 4.219 -2.454 0.027
C 4.567 -1.284 -0.808
C 5.920 -0.905 -0.859
C 6.401 0.176 -1.565
C 5.506 0.941 -2.246
C 4.171 0.590 -2.254
C 3.647 -0.486 -1.542
N 2.241 -0.694 -1.574
C 1.370 -0.023 -0.714
N 1.907 0.092 0.561
C 1.857 1.238 1.428
C 0.680 1.589 2.131
C 0.630 2.795 2.851
C 1.818 3.504 3.080
C 3.025 2.963 2.642
C 3.049 1.908 1.785
C 4.397 1.500 1.254
N 0.221 0.444 -1.073
C 0.113 0.439 -2.523
C 0.422 1.621 -3.118
C 0.320 1.732 -4.497
C 0.051 0.628 -5.266
C -0.192 -0.616 -4.638
C -0.142 -0.712 -3.267
C -0.451 -2.017 -2.520
H 5.096 -3.018 0.305
H 3.663 -3.223 -0.555
H 3.666 -2.206 0.916
H 6.666 -1.586 -0.460
H 7.463 0.422 -1.521
H 5.771 1.879 -2.759
H 3.464 1.267 -2.733
H 1.804 -1.271 -2.298
H 2.833 -0.264 0.563
H -0.319 3.074 3.334
H 1.788 4.405 3.693
H 3.986 3.356 2.966
H 5.168 2.209 1.564
H 4.510 1.640 0.150
H 4.663 0.446 1.494
H 0.625 2.471 -2.490
H 0.582 2.651 -5.018
H -0.016 0.734 -6.350
H -0.511 -1.509 -5.223
H 0.064 -2.907 -2.871
H -1.528 -2.248 -2.603
H -0.223 -2.019 -1.420
C -3.039 -2.695 2.323
C -3.139 -2.131 0.910
C -4.504 -1.448 0.791
C -2.870 -3.301 -0.038
N -2.233 -1.012 0.736
H -3.865 -3.399 2.383
H -3.177 -1.925 3.073
H -2.129 -3.235 2.528
H -5.319 -2.099 1.023
H -4.652 -1.026 -0.227
H -4.475 -0.654 1.574
H -3.783 -3.891 -0.018
H -2.020 -3.943 0.289
H -2.703 -3.020 -1.065
Se -3.216 -5.028 -3.366
Sb -3.890 -3.383 -4.987
Se -3.059 0.456 -2.005
Se -6.223 -2.762 -5.224
Se -2.556 -3.029 -6.943

Its frontier orbital gap (spin up / spin down) is 5.3279 / 5.3306 eV. The net charge is -1. As for the HOMO energy (spin up / spin down): -3.800 / -3.803 eV. The energy above the lowest of the compared OMol25 structures with the same formula, charge and spin comes out at 0.0 kJ/mol. The spin multiplicity is 1.


5 unconnected molecules or ions with the total composition C34H39BrINO13S. Source: the Open Molecules 2025 dataset; level of theory: ωB97M-V with the def2-TZVPD basis set.

Element x y z (Å)
N -2.473 -4.707 0.057
C -1.731 -3.628 -0.559
C -0.886 -3.983 -1.563
C -0.122 -2.974 -2.177
Br 1.142 -3.353 -3.604
C -0.270 -1.689 -1.745
C -1.147 -1.354 -0.719
C -1.895 -2.327 -0.100
C -2.821 -1.991 1.050
C -4.334 -1.823 0.671
C -4.705 -2.119 -0.789
C -4.521 -0.941 -1.755
S -5.740 0.336 -1.555
O -5.931 0.719 -0.186
O -6.956 -0.046 -2.191
O -5.111 1.612 -2.296
C -1.238 0.101 -0.322
O -2.298 0.664 -0.092
C 0.092 0.803 -0.274
C 0.384 1.711 0.701
C 1.640 2.287 0.709
I 2.079 3.650 2.254
C 2.533 1.928 -0.264
C 2.220 1.041 -1.262
C 0.977 0.464 -1.275
C 0.533 -0.532 -2.315
O 0.772 -0.388 -3.498
H -3.408 -4.381 0.267
H -1.996 -4.997 0.903
H -0.757 -5.014 -1.901
H -2.448 -1.075 1.503
H -2.733 -2.811 1.768
H -4.890 -2.543 1.282
H -4.652 -0.838 1.009
H -4.221 -3.006 -1.201
H -5.776 -2.362 -0.796
H -4.661 -1.329 -2.770
H -3.510 -0.539 -1.714
H -4.670 2.103 -1.584
H -0.383 1.943 1.431
H 3.529 2.358 -0.240
H 2.946 0.779 -2.023
O 4.404 5.187 4.162
C 4.594 6.065 3.370
C 5.932 6.578 2.885
C 5.554 7.905 2.235
C 4.129 7.638 1.776
O 3.588 6.721 2.744
H 6.340 5.870 2.161
H 6.621 6.713 3.715
H 6.217 8.207 1.427
H 5.561 8.695 2.987
H 4.089 7.166 0.792
H 3.522 8.540 1.758
O 8.297 9.402 4.721
C 8.483 8.682 5.657
C 9.092 9.061 6.992
C 9.428 7.700 7.594
C 8.373 6.804 6.963
O 8.122 7.375 5.666
H 8.344 9.595 7.580
H 9.974 9.678 6.853
H 9.413 7.679 8.682
H 10.421 7.389 7.266
H 7.438 6.800 7.527
H 8.716 5.779 6.845
O 0.813 -6.302 -1.334
C 0.658 -7.337 -1.914
C 1.300 -8.670 -1.588
C 1.050 -9.469 -2.864
C -0.238 -8.846 -3.381
O -0.181 -7.470 -2.967
H 0.790 -9.104 -0.727
H 2.359 -8.550 -1.380
H 0.974 -10.544 -2.707
H 1.859 -9.290 -3.573
H -1.127 -9.303 -2.943
H -0.317 -8.892 -4.465
O -6.068 -4.877 -4.216
C -6.986 -4.114 -4.290
C -7.992 -4.008 -5.421
C -8.636 -2.650 -5.156
C -8.505 -2.526 -3.647
O -7.291 -3.225 -3.315
H -8.708 -4.825 -5.333
H -7.493 -4.045 -6.386
H -9.663 -2.569 -5.507
H -8.052 -1.866 -5.643
H -9.335 -3.002 -3.118
H -8.426 -1.493 -3.322

Its frontier orbital gap is 8.4543 eV. As for the HOMO energy: -8.836 eV. The spin multiplicity is 1. As for the structure (SMILES): Nc1cc(Br)c2c(c1CCCCS(=O)(=O)O)C(=O)c1cc(I)ccc1C2=O.O=C1CCCO1.O=C1CCCO1.O=C1CCCO1.O=C1CCCO1.


A molecular structure, C34H39F5N8O6S2Ta. Source: the Open Molecules 2025 dataset; level of theory: ωB97M-V with the def2-TZVPD basis set.

Element x y z (Å)
Ta 0.716 -1.137 -0.424
C 0.825 -4.178 0.678
N 1.211 -3.409 -0.540
C 2.656 -3.619 -0.857
C 3.399 -2.611 -0.042
N 2.771 -1.546 0.450
C 3.758 -0.802 1.129
C 3.671 0.334 1.932
C 4.842 0.805 2.489
C 6.071 0.156 2.285
C 6.162 -1.000 1.541
C 4.978 -1.461 0.979
N 4.701 -2.610 0.238
C 0.291 -3.260 1.720
N 0.384 -1.941 1.625
C -0.005 -1.447 2.899
C 0.095 -0.187 3.490
C -0.325 -0.057 4.797
C -0.823 -1.147 5.529
C -0.859 -2.412 4.985
C -0.419 -2.530 3.672
N -0.215 -3.661 2.886
H 1.711 -4.669 1.088
H 0.116 -4.971 0.428
H 0.669 -3.756 -1.328
H 2.813 -3.434 -1.918
H 2.966 -4.645 -0.641
H 2.727 0.814 2.145
H 4.815 1.687 3.114
H 6.962 0.563 2.742
H 7.100 -1.521 1.415
H 5.365 -3.324 -0.025
H 0.546 0.650 2.979
H -0.245 0.903 5.287
H -1.142 -0.998 6.551
H -1.181 -3.269 5.560
H -0.354 -4.619 3.174
C -1.333 1.288 -2.706
O -0.107 0.681 -2.246
H -1.371 1.259 -3.795
H -1.417 2.309 -2.347
H -2.151 0.706 -2.298
H 0.630 1.226 -2.546
F -0.026 -1.183 -7.584
C 0.474 -1.107 -6.373
C 1.170 0.028 -5.972
F 1.323 1.038 -6.801
C 1.687 0.091 -4.687
F 2.311 1.201 -4.292
C 1.531 -0.952 -3.783
S 2.317 -0.841 -2.197
C 0.830 -2.065 -4.210
F 0.649 -3.112 -3.369
C 0.302 -2.162 -5.483
F -0.358 -3.248 -5.848
C -4.495 5.583 -1.494
C -4.651 5.158 -0.042
S -3.577 3.813 0.428
O -4.243 2.975 1.399
O -3.017 3.168 -0.744
C -2.189 4.555 1.279
C -1.418 3.495 2.055
N -0.520 2.630 1.239
C -0.747 1.344 0.932
N 0.371 0.791 0.401
C 1.328 1.791 0.338
C 0.783 2.906 0.862
N 1.459 4.180 1.015
O 0.805 5.114 1.419
O 2.627 4.177 0.713
C -2.041 0.651 1.123
H -5.139 6.441 -1.674
H -4.787 4.783 -2.169
H -3.471 5.874 -1.722
H -5.648 4.779 0.187
H -4.444 5.976 0.648
H -2.575 5.280 1.995
H -1.567 5.077 0.555
H -2.108 2.827 2.565
H -0.783 3.976 2.796
H 2.318 1.660 -0.065
H -2.421 0.789 2.134
H -1.921 -0.414 0.946
H -2.780 1.064 0.434
C -2.707 -3.046 -0.028
C -2.042 -2.608 -1.309
C -2.938 -1.866 -2.264
O -0.892 -1.717 -0.966
H -3.519 -3.728 -0.281
H -3.141 -2.203 0.510
H -2.027 -3.579 0.634
H -1.562 -3.447 -1.822
H -3.411 -1.008 -1.788
H -3.726 -2.549 -2.583
H -2.397 -1.546 -3.153

Its frontier orbital gap is 7.0790 eV. The net charge is +3. As for the HOMO energy: -16.407 eV. The energy above the lowest of the compared OMol25 structures with the same formula, charge and spin comes out at 98.8 kJ/mol. The spin multiplicity is 1.


A molecular structure, C34H39GaN5O. Source: the Open Molecules 2025 dataset; level of theory: ωB97M-V with the def2-TZVPD basis set.

Element x y z (Å)
Ga -0.245 -0.185 0.143
N -3.007 -0.573 3.112
N -0.035 1.821 1.858
C -1.059 0.376 -2.235
C -2.212 1.027 -1.719
C -3.022 0.050 -1.054
C -4.270 0.290 -0.290
H -4.565 1.343 -0.350
H -4.158 0.017 0.771
H -5.082 -0.320 -0.712
C -2.410 -1.220 -1.190
C -3.002 -2.522 -0.803
H -3.743 -2.840 -1.557
H -3.520 -2.458 0.165
H -2.240 -3.308 -0.735
C -1.129 -1.028 -1.845
C -0.365 -2.124 -2.512
H -0.294 -3.010 -1.871
H 0.648 -1.799 -2.773
H -0.873 -2.426 -3.443
C -2.562 2.453 -1.920
H -3.241 2.563 -2.779
H -1.668 3.056 -2.126
H -3.067 2.871 -1.040
C -0.067 0.945 -3.184
H 0.865 0.365 -3.180
H 0.185 1.980 -2.922
H -0.459 0.944 -4.216
C -3.195 -1.396 4.129
H -4.197 -1.760 4.247
C -2.180 -1.811 4.999
H -2.400 -2.538 5.773
C -0.905 -1.254 4.876
H -0.096 -1.512 5.548
C -0.665 -0.364 3.847
H 0.275 0.177 3.687
C -1.730 -0.170 2.887
C -1.645 0.334 1.574
H -2.333 1.155 1.298
C 0.639 1.538 0.731
C 0.232 3.120 2.212
H -0.369 3.501 3.039
C 1.175 3.607 1.356
H 1.662 4.561 1.437
N 1.444 2.645 0.406
C 2.182 2.821 -0.785
C 1.952 3.977 -1.529
C 2.690 4.124 -2.697
H 2.543 5.025 -3.291
C 3.587 3.141 -3.126
C 4.412 3.346 -4.363
H 4.540 2.397 -4.903
H 5.418 3.723 -4.116
H 3.935 4.075 -5.030
C 3.734 1.972 -2.372
H 4.407 1.186 -2.717
C 3.047 1.796 -1.177
C 3.248 0.563 -0.366
H 3.295 0.747 0.712
H 4.189 0.089 -0.675
H 2.452 -0.172 -0.551
C 0.923 4.983 -1.147
H 1.190 5.556 -0.253
H -0.076 4.551 -1.000
H 0.845 5.699 -1.972
N 0.499 -6.579 3.197
C 1.399 -5.905 2.396
O 2.505 -6.339 2.168
C 0.938 -4.579 1.872
C -0.289 -3.984 2.193
C -0.628 -2.762 1.627
N 0.242 -2.066 0.854
C 1.418 -2.642 0.496
C 1.790 -3.876 1.006
H 0.767 -7.513 3.460
H -0.484 -6.362 3.212
H -1.001 -4.431 2.888
H -1.597 -2.298 1.834
H 2.052 -2.101 -0.207
H 2.760 -4.280 0.722

Its frontier orbital gap (spin up / spin down) is 5.1656 / 4.4290 eV. The net charge is -1. As for the HOMO energy (spin up / spin down): -2.766 / -2.029 eV. The energy above the lowest of the compared OMol25 structures with the same formula, charge and spin comes out at 0.0 kJ/mol. The spin multiplicity is 1.


A molecular structure, C34H39N2O4Sc. Source: the Open Molecules 2025 dataset; level of theory: ωB97M-V with the def2-TZVPD basis set.

Element x y z (Å)
O -2.582 3.792 -4.261
C -1.719 3.792 -5.488
C -2.644 4.728 -6.248
H -1.636 2.779 -5.917
H -0.716 4.205 -5.267
C -3.513 4.657 -4.975
H -3.097 4.280 -7.132
H -2.220 5.719 -6.415
C -4.868 4.013 -5.177
H -4.800 3.048 -5.698
H -5.500 4.697 -5.760
H -5.355 3.859 -4.208
C -3.662 5.994 -4.285
H -2.690 6.467 -4.111
H -4.174 5.864 -3.328
H -4.276 6.650 -4.917
Sc -0.374 0.479 0.795
C 0.697 1.718 2.595
C 1.741 1.099 1.846
C 1.743 1.655 0.530
H 2.494 0.415 2.240
C 0.743 2.682 0.491
C 0.085 2.706 1.758
H -0.691 3.420 2.048
H 0.469 1.519 3.643
H 2.425 1.381 -0.278
H 0.593 3.397 -0.316
C -1.884 -0.462 2.414
C -2.257 0.912 2.263
C -2.716 1.104 0.926
H -2.252 1.655 3.059
C -2.672 -0.167 0.256
C -2.163 -1.128 1.174
H -2.095 -2.203 0.996
H -1.538 -0.922 3.333
H -3.120 2.029 0.515
H -3.049 -0.378 -0.743
O -0.397 0.734 -1.336
C -1.296 1.772 -1.820
C -0.789 2.122 -3.190
H -1.325 2.630 -1.131
H -2.310 1.356 -1.884
C -0.031 0.901 -3.681
H -0.172 3.030 -3.164
H -1.651 2.274 -3.815
C 0.491 0.255 -2.423
H 0.753 1.138 -4.403
H -0.758 0.226 -4.152
H 1.524 0.549 -2.182
H 0.425 -0.834 -2.400
O 1.081 -2.000 -0.807
C 1.258 -2.151 0.402
N 2.041 -3.126 0.989
C 1.983 -3.126 2.421
C 1.050 -1.932 2.634
O 0.722 -1.526 3.753
N 0.705 -1.389 1.426
C 1.416 -4.463 2.898
C 0.086 -4.590 3.274
C -0.419 -5.831 3.662
C 0.411 -6.958 3.686
C 1.757 -6.823 3.326
C 2.258 -5.590 2.913
C 3.327 -2.801 3.045
C 3.552 -3.166 4.376
C 4.796 -2.937 4.959
C 5.797 -2.297 4.232
C 5.558 -1.897 2.909
C 4.313 -2.142 2.318
H 2.455 -3.844 0.405
H -0.560 -3.706 3.289
H -1.468 -5.911 3.940
H 0.011 -7.928 3.974
H 2.425 -7.688 3.356
H 3.308 -5.494 2.621
H 2.746 -3.649 4.931
H 4.967 -3.277 5.985
H 6.771 -2.112 4.693
H 6.339 -1.412 2.327
H 4.123 -1.842 1.283

Its frontier orbital gap is 8.2749 eV. As for the HOMO energy: -7.923 eV. The energy above the lowest of the compared OMol25 structures with the same formula, charge and spin comes out at 0.0 kJ/mol. The spin multiplicity is 1.


| no. | largest force on an atom (eV/A) |
| --- | --- |
| 1 | 2.86 |
| 2 | 2.24 |
| 3 | 0.92 |
| 4 | 3.02 |
| 5 | 2.13 |